(1)
16
Properties=species:S:1:pos:R:3 method="wB97M-V/def2-TZVPD" s_squared=2.009 max_force_ha_per_bohr=0.1078 total_charge=+1 spin_multiplicity=3 de_lowest_kcal_mol=32.49
C 0.2481 0.4375 0.3420
C -2.0407 -0.2224 -0.1203
C -0.2599 -1.9131 -0.2079
C 1.4707 -0.5394 -0.0065
C -0.1232 1.9123 -0.0911
N -0.8688 -0.5204 0.0968
N 1.1006 -1.6831 -0.2378
O -3.1764 -0.1523 -0.0691
O 2.7164 -0.1553 -0.0098
H 0.2687 0.3677 1.5102
H -0.7645 -2.1464 -1.2089
H -0.4517 -2.6912 0.6421
H 0.0850 2.6263 0.6716
H -1.2670 1.8444 -0.2983
H 0.3972 2.0447 -1.0953
H 2.6654 0.7907 0.0826



(2)
17
Properties=species:S:1:pos:R:3 method="wB97M-V/def2-TZVPD" smiles="CC(C)[N-]SC(=O)N=C=O" max_force_ha_per_bohr=0.0695 total_charge=-1 spin_multiplicity=1 de_lowest_kcal_mol=70.06
C 2.6946 1.0713 0.7951
C 2.4969 -1.1515 -0.2998
C -2.3252 -0.6479 -0.2299
C -0.7008 1.3642 0.1157
C -0.9071 -0.1732 -0.0115
N 2.2784 0.1337 0.2017
N -0.1576 -0.7572 -1.1007
O 2.8102 2.0530 1.4359
O 3.5894 -1.6401 -0.3255
S 0.9726 -1.8559 -0.7378
H -2.3124 -1.7677 -0.5051
H -2.9171 -0.6339 0.6709
H -2.8937 -0.3156 -1.1035
H 0.3136 1.4206 0.4889
H -1.5716 1.6944 0.6051
H -0.6609 1.8574 -0.9388
H -0.7095 -0.6517 0.9393



(3)
18
Properties=species:S:1:pos:R:3 method="wB97M-V/def2-TZVPD" max_force_ha_per_bohr=0.0229 total_charge=+1 spin_multiplicity=1 de_lowest_kcal_mol=6.58
C 1.0714 -0.5921 1.5948
C -0.6802 0.5668 0.3586
C 0.8672 -0.6024 -1.2776
C -2.4007 1.8297 -0.7201
C 2.0254 -1.2020 -1.2435
N -0.0758 0.2711 -0.7696
N -0.1339 0.1976 1.5225
O 2.1481 -0.1459 1.3616
O -1.7839 1.2516 0.4360
S -0.4600 -0.2771 -2.3970
S 0.6973 -2.2211 2.1001
H -1.7622 2.6089 -1.1461
H -3.3242 2.2726 -0.3501
H -2.6307 1.0783 -1.4789
H 2.7198 -1.1253 -0.4215
H 2.3387 -1.7806 -2.0983
H -0.5748 0.5217 2.3761
H 1.9585 -2.6518 2.1531



(4)
17
Properties=species:S:1:pos:R:3 method="wB97M-V/def2-TZVPD" smiles="Cn1[nH]c([O-])c(CO)c1=O" max_force_ha_per_bohr=0.0664 total_charge=-1 spin_multiplicity=1 de_lowest_kcal_mol=35.61
C -1.2531 0.4406 0.0117
C -0.2124 -0.4817 0.1904
C -0.6901 1.7259 0.0811
C 2.1619 -0.5242 0.0464
C -2.7089 0.1457 0.0218
N 0.8058 1.5861 0.2571
N 0.9707 0.2132 0.4514
O -0.2469 -1.7339 0.2332
O -1.2426 2.8187 -0.0074
O -2.9471 -1.2720 0.1714
H 3.0555 -0.4467 0.6913
H 1.9767 -1.4915 -0.2083
H 2.6461 -0.2396 -0.8521
H -3.1362 0.3863 -1.0098
H -3.3939 0.5096 0.7643
H 1.2507 1.9878 1.0495
H -2.0944 -1.8225 0.0386



(5)
17
Properties=species:S:1:pos:R:3 method="wB97M-V/def2-TZVPD" smiles="C[C@H]1C=CONN1C(=O)[O-]" max_force_ha_per_bohr=0.0618 total_charge=-1 spin_multiplicity=1 de_lowest_kcal_mol=63.96
C -0.9996 0.6310 0.4821
C -1.5874 1.5043 -0.3344
C -1.6287 -1.9101 -1.9582
C -0.3785 -0.6389 0.0020
C 1.1256 -0.7177 0.2304
N -0.6755 0.3552 -2.2309
N -0.7011 -0.7691 -1.5490
O -2.0020 -1.8493 -3.1143
O -1.7985 -2.7297 -1.0638
O -1.6244 1.4507 -1.6735
H -1.0017 0.8157 1.5473
H -2.0991 2.3933 0.0320
H -0.8750 -1.5148 0.4274
H 1.6435 0.0929 -0.2832
H 1.5038 -1.6671 -0.1381
H 1.3359 -0.6382 1.2963
H 0.2246 0.8400 -2.1086



(6)
20
Properties=species:S:1:pos:R:3 method="wB97M-V/def2-TZVPD" smiles="N#C[C@H](COO)[C@H](C#N)P(=O)(O)O" max_force_ha_per_bohr=0.0368 total_charge=0 energy_ha=-1021.770516 spin_multiplicity=1
N 0.2451 2.4842 -2.3663
C -0.2685 1.9347 -1.4885
C -0.5693 1.0982 -0.3343
C 0.1776 1.5391 0.9235
O 1.4647 1.0124 1.1119
O 2.2497 1.2235 -0.0657
C -0.4136 -0.3784 -0.7556
C -1.5787 -0.7383 -1.5455
N -2.5600 -0.9918 -2.1001
P -0.3643 -1.5360 0.6546
O -1.2511 -1.1255 1.7340
O -0.7282 -2.9248 -0.0180
O 1.1482 -1.7594 1.0681
H -1.6166 1.2498 -0.1063
H 0.1754 2.6216 0.9660
H -0.3873 1.1790 1.7705
H 2.4885 0.3242 -0.3164
H 0.4369 -0.5287 -1.4073
H -0.1159 -3.5906 0.3149
H 1.3695 -1.1744 1.8008